This record from OMol25 describes a structure of composition C10H17N. The level of theory is ωB97M-V with the def2-TZVPD basis set.

As for the net charge: 0. For the lowest unoccupied orbital energy, the calculation gives 0.676 eV. For the HOMO energy, the calculation gives -9.74 eV.

XYZ file:
```
28
C10H17N | OMol25 | ωB97M-V with the def2-TZVPD basis set
N -1.826 0.168 0.936
C 0.697 0.761 -0.287
C 4.154 -1.085 -0.154
C -2.478 0.882 0.000
C 0.013 2.090 0.355
C -3.840 -0.903 -0.548
C -2.162 -1.208 0.935
C -3.103 -1.713 0.200
C -3.625 0.435 -0.710
C 2.532 -1.034 -0.179
C 2.098 0.572 -0.110
H 4.622 -0.724 0.918
H -2.496 2.019 0.127
H 0.274 0.769 -1.248
H 2.222 -1.501 0.840
H -4.550 -1.419 -1.300
H -3.122 -2.937 -0.043
H 4.506 -2.206 -0.207
H -1.079 1.920 0.819
H 0.199 0.002 0.308
H 2.605 1.116 -0.817
H 2.402 0.973 0.908
H 4.857 -0.642 -0.871
H 0.478 2.292 1.401
H 2.075 -1.322 -1.154
H -4.000 1.081 -1.472
H -1.477 -1.743 1.575
H 0.023 3.357 -0.222
```

Löwdin population analysis, charges in e, atoms 1 to 5: number 1, N, carries 0.035; number 2, C, carries -0.310; number 3, C, carries -0.160; number 4, C, carries -0.180; number 5, C, carries -0.150

=====

This record from OMol25 describes an isolated molecule of HNO3S. The level of theory is ωB97M-V with the def2-TZVPD basis set.

As for the net charge: 0. For the lowest unoccupied orbital energy, the calculation gives -0.785 eV. For the HOMO energy, the calculation gives -10.07 eV.

XYZ file:
```
6
HNO3S | OMol25 | ωB97M-V with the def2-TZVPD basis set
S 0.912 0.152 0.929
O -0.631 0.117 0.192
O -1.922 -0.777 -1.439
O 2.024 -0.037 -0.038
N -1.121 -1.055 -0.659
H 0.739 1.599 1.016
```

Löwdin population analysis, charges in e, atoms 1 to 5: number 1, S, carries 0.901; number 2, O, carries -0.483; number 3, O, carries 0.113; number 4, O, carries -0.551; number 5, N, carries -0.008

=====

no.,strongest force on any atom (Eh/bohr),calculated total energy (eV),frontier orbital gap (eV)
1,0.1337,-12130.1035,10.417
2,0.0433,-18479.4118,9.289